[1]
84
Properties=species:S:1:pos:R:3 method="wB97M-V/def2-TZVPD" homo_energy_ha=-0.369 homo_lumo_gap_ev=6.5 charge=+1 relative_energy_kcal_mol=0.0 lumo_ev=-3.6
Pt -1.95 0.82 0.29
C -1.78 3.37 3.87
O -2.76 2.30 4.02
C -2.72 1.62 2.89
N -1.98 2.07 1.94
C -1.34 3.31 2.39
C 0.16 3.38 2.23
C 0.93 2.26 1.97
C 2.31 2.39 1.83
C 2.91 3.63 1.95
C 2.14 4.75 2.24
C 0.77 4.62 2.37
C -3.47 0.37 2.69
C -4.23 -0.35 3.60
C -4.76 -1.55 3.17
C -4.55 -2.03 1.88
C -3.79 -1.25 1.03
N -3.29 -0.09 1.46
C -3.30 -1.56 -0.33
N -2.40 -0.82 -0.89
C -2.01 -1.43 -2.16
C -2.99 -2.63 -2.25
O -3.71 -2.62 -0.99
C -2.04 -0.49 -3.34
C -2.93 0.56 -3.41
C -2.95 1.38 -4.53
C -2.09 1.14 -5.58
C -1.20 0.08 -5.52
C -1.17 -0.73 -4.40
H -0.96 3.14 4.55
H -2.26 4.30 4.15
H -1.80 4.12 1.81
H 0.50 1.27 1.92
H 2.90 1.51 1.63
H 3.99 3.73 1.84
H 2.60 5.72 2.35
H 0.16 5.50 2.57
H -4.37 0.00 4.61
H -5.35 -2.15 3.86
H -4.95 -2.97 1.56
H -0.99 -1.80 -2.04
H -2.49 -3.59 -2.32
H -3.72 -2.52 -3.05
H -3.60 0.76 -2.58
H -3.65 2.21 -4.57
H -2.11 1.78 -6.46
H -0.52 -0.12 -6.35
H -0.47 -1.56 -4.34
S -0.86 2.22 -1.17
C 0.65 1.51 -1.58
N 1.15 0.46 -0.94
C 2.39 -0.19 -1.34
C 2.60 0.01 -2.83
C 2.57 1.50 -3.12
N 1.33 2.06 -2.58
H 0.64 0.12 -0.12
H 2.31 -1.24 -1.08
H 3.22 0.23 -0.77
H 1.81 -0.49 -3.39
H 3.56 -0.40 -3.14
H 2.60 1.70 -4.19
H 3.42 2.00 -2.66
H 0.92 2.86 -3.03
C 4.78 -1.45 1.66
C 3.89 -2.40 0.91
C 4.37 -3.14 -0.16
C 3.55 -4.05 -0.81
Cl 4.17 -4.96 -2.15
C 2.25 -4.25 -0.39
C 1.75 -3.50 0.67
C 2.56 -2.56 1.31
O 2.16 -1.77 2.33
C 0.91 -2.00 2.94
C -0.33 -1.56 2.12
O -1.42 -1.98 2.53
O -0.13 -0.79 1.15
H 5.73 -1.31 1.13
H 4.99 -1.83 2.65
H 4.31 -0.47 1.80
H 5.40 -3.02 -0.48
H 1.62 -4.98 -0.88
H 0.73 -3.66 0.99
H 0.93 -1.41 3.86
H 0.80 -3.05 3.22


[2]
87
Properties=species:S:1:pos:R:3 method="wB97M-V/def2-TZVPD" multiplicity=3 homo_energy_ha="-0.280 / -0.280" homo_lumo_gap_ev="7.8 / 7.8" lumo_ev="0.1 / 0.1"
Tm -15.59 -13.99 3.16
C -19.23 -14.09 4.18
N -18.33 -13.70 3.08
C -18.55 -12.27 2.78
C -17.49 -11.58 1.93
N -16.18 -12.02 2.28
C -15.09 -11.24 1.97
C -14.00 -11.32 2.86
F -14.14 -12.21 3.98
C -12.78 -10.77 2.61
F -11.76 -10.96 3.44
C -12.59 -10.04 1.42
F -11.38 -9.53 1.18
C -13.61 -9.97 0.49
F -13.41 -9.19 -0.59
C -14.83 -10.50 0.79
F -15.87 -10.44 -0.11
C -18.58 -14.62 1.92
C -17.77 -15.93 2.06
N -16.32 -15.66 1.86
C -15.84 -15.70 0.56
C -16.38 -16.42 -0.55
F -17.60 -17.04 -0.49
C -15.79 -16.32 -1.80
F -16.24 -16.98 -2.89
C -14.65 -15.51 -2.00
F -14.19 -15.28 -3.25
C -14.04 -14.85 -0.96
F -12.98 -13.99 -1.15
C -14.69 -14.92 0.24
F -14.39 -13.90 1.15
H -20.30 -13.98 3.94
H -19.03 -13.48 5.06
H -19.07 -15.14 4.49
H -18.56 -11.75 3.76
H -19.54 -12.15 2.33
H -17.55 -10.47 2.06
H -17.68 -11.85 0.86
H -18.28 -14.04 1.03
H -19.67 -14.82 1.89
H -18.12 -16.66 1.29
H -17.85 -16.38 3.04
C -13.29 -15.04 3.46
Si -13.09 -15.81 5.14
C -14.26 -14.71 6.26
N -15.60 -14.44 5.74
C -16.11 -13.12 6.24
C -16.36 -13.03 7.77
C -16.65 -14.43 8.37
C -17.39 -15.29 7.32
C -16.58 -15.55 6.07
C -11.43 -15.74 6.01
C -11.10 -14.81 6.99
C -9.85 -14.79 7.62
C -8.85 -15.64 7.19
C -9.14 -16.53 6.14
C -10.41 -16.59 5.57
C -13.54 -17.62 5.17
C -13.18 -18.40 6.30
C -13.39 -19.79 6.34
C -13.95 -20.45 5.24
C -14.29 -19.68 4.12
C -14.05 -18.31 4.07
H -13.08 -15.78 2.63
H -12.61 -14.19 3.31
H -13.73 -13.77 6.47
H -14.36 -15.24 7.23
H -17.02 -12.94 5.70
H -15.41 -12.36 5.89
H -17.22 -12.41 7.99
H -15.54 -12.53 8.27
H -17.21 -14.38 9.28
H -15.71 -14.91 8.65
H -18.29 -14.69 7.03
H -17.70 -16.24 7.77
H -17.26 -15.72 5.25
H -15.92 -16.42 6.13
H -11.83 -14.09 7.30
H -9.75 -14.12 8.50
H -7.83 -15.59 7.62
H -8.42 -17.27 5.77
H -10.56 -17.30 4.77
H -12.81 -17.92 7.19
H -13.16 -20.32 7.24
H -14.16 -21.54 5.22
H -14.77 -20.11 3.24
H -14.23 -17.75 3.14


[3]
72
Properties=species:S:1:pos:R:3 method="wB97M-V/def2-TZVPD" homo_energy_ha=-0.324 homo_lumo_gap_ev=9.5 relative_energy_kcal_mol=285.7 lumo_ev=0.7
C 0.57 0.40 -0.66
C 0.11 -1.00 -1.27
C -1.16 -1.40 -0.94
C -1.92 -0.71 0.02
C -1.49 0.46 0.68
C -0.15 1.03 0.31
H 1.62 0.80 -1.04
H 0.82 -1.70 -2.01
H -1.68 -2.30 -1.22
H -2.86 -0.87 0.22
H -1.90 1.04 1.44
H 0.12 1.76 0.79
C 2.84 -0.89 -3.19
C 2.65 0.41 -4.06
C 3.34 1.56 -3.54
C 4.02 1.53 -2.34
C 4.23 0.41 -1.59
C 3.64 -0.93 -2.02
H 2.36 -1.58 -3.77
H 2.05 0.28 -5.01
H 3.03 2.40 -4.17
H 4.47 2.41 -1.97
H 4.73 0.47 -0.54
H 3.82 -1.69 -1.35
C -5.31 3.64 2.86
C -4.73 2.39 2.06
C -5.46 1.29 2.14
C -6.56 1.07 3.03
C -7.03 2.14 3.83
C -6.33 3.53 3.71
H -4.89 4.78 2.89
H -3.94 2.41 1.31
H -5.20 0.59 1.31
H -7.08 0.21 3.05
H -7.88 2.07 4.44
H -6.81 4.40 4.16
C 4.37 -5.70 -2.38
C 4.35 -6.36 -1.04
C 3.10 -6.28 -0.33
C 1.94 -5.72 -0.94
C 1.91 -4.98 -2.12
C 3.28 -4.91 -2.90
H 5.42 -5.60 -2.82
H 5.20 -6.95 -0.69
H 3.06 -6.61 0.74
H 1.18 -5.73 -0.23
H 1.01 -4.50 -2.58
H 3.20 -4.22 -3.80
C -4.23 5.43 -1.08
C -4.12 3.86 -1.15
C -2.82 3.24 -1.04
C -1.65 4.02 -0.86
C -1.67 5.40 -0.73
C -3.03 6.11 -0.84
H -5.19 5.72 -1.11
H -4.88 3.15 -1.24
H -2.80 2.28 -0.98
H -0.62 3.61 -0.95
H -0.63 5.87 -0.76
H -3.14 7.20 -0.78
C 3.24 -1.74 4.14
C 3.64 -2.78 3.06
C 3.29 -2.53 1.74
C 2.64 -1.38 1.40
C 2.25 -0.36 2.27
C 2.59 -0.57 3.72
H 3.39 -1.95 5.20
H 4.05 -3.68 3.54
H 3.41 -3.13 0.95
H 2.29 -1.04 0.55
H 1.62 0.23 2.07
H 2.33 0.23 4.43


[4]
96
Properties=species:S:1:pos:R:3 method="wB97M-V/def2-TZVPD" homo_energy_ha=-0.347 homo_lumo_gap_ev=9.8 relative_energy_kcal_mol=0.0 lumo_ev=0.4
N -2.54 -0.92 -1.76
C -2.96 -1.79 -0.85
C -3.80 -2.87 -1.12
C -4.25 -3.01 -2.43
C -4.00 -1.98 -3.33
C -3.07 -1.03 -2.99
H -2.56 -1.69 0.15
H -4.06 -3.61 -0.36
H -4.94 -3.81 -2.65
H -4.43 -2.11 -4.32
H -2.82 -0.25 -3.70
N 0.51 5.25 0.31
C 1.29 4.16 0.27
C 2.60 4.22 -0.20
C 3.08 5.43 -0.65
C 2.25 6.53 -0.64
C 0.99 6.44 -0.04
H 0.76 3.26 0.53
H 3.25 3.36 -0.08
H 4.04 5.41 -1.15
H 2.52 7.43 -1.18
H 0.39 7.34 -0.07
N -0.04 1.45 2.61
C -1.06 1.28 1.74
C -0.96 0.59 0.55
C 0.31 0.22 0.12
C 1.37 0.37 1.00
C 1.16 1.01 2.23
H -2.07 1.52 2.04
H -1.79 0.45 -0.13
H 0.45 -0.25 -0.84
H 2.31 -0.12 0.79
H 1.95 1.02 2.97
N -2.93 -3.31 2.29
C -2.59 -4.56 2.60
C -1.28 -4.98 2.73
C -0.26 -4.05 2.57
C -0.61 -2.78 2.14
C -1.95 -2.45 2.02
H -3.45 -5.23 2.66
H -1.05 -6.03 2.88
H 0.78 -4.29 2.70
H 0.15 -2.04 1.91
H -2.28 -1.45 1.77
N 3.03 -2.81 -1.10
C 4.30 -3.12 -1.33
C 5.28 -3.28 -0.35
C 4.87 -3.11 0.96
C 3.53 -2.89 1.23
C 2.65 -2.68 0.18
H 4.55 -3.20 -2.38
H 6.31 -3.46 -0.63
H 5.58 -3.25 1.76
H 3.18 -2.79 2.25
H 1.62 -2.39 0.30
N 1.25 -1.57 -4.79
C 0.45 -2.06 -3.83
C -0.67 -2.85 -4.08
C -0.97 -3.13 -5.41
C -0.13 -2.68 -6.41
C 0.94 -1.87 -6.06
H 0.83 -1.89 -2.83
H -1.29 -3.19 -3.26
H -1.85 -3.68 -5.70
H -0.37 -2.86 -7.45
H 1.59 -1.41 -6.79
C -2.35 5.91 1.72
Cl -4.00 6.40 1.27
Cl -2.41 4.29 2.40
Cl -1.51 7.07 2.73
H -1.83 5.87 0.77
C -4.84 0.16 2.93
Cl -4.24 1.66 3.72
Cl -4.40 0.04 1.23
Cl -6.59 0.13 3.13
H -4.40 -0.68 3.47
C -0.40 0.22 5.52
Cl -1.71 -0.78 4.93
Cl 1.18 -0.57 5.40
Cl -0.67 0.68 7.22
H -0.41 1.16 4.97
C 4.02 1.23 -3.47
Cl 4.89 2.39 -2.45
Cl 3.28 -0.01 -2.44
Cl 5.05 0.41 -4.62
H 3.30 1.81 -4.04
C -4.45 3.11 -1.12
Cl -4.91 1.78 -2.19
Cl -5.11 4.61 -1.76
Cl -2.69 3.16 -1.03
H -4.81 3.00 -0.10
C 5.34 1.08 2.93
Cl 5.17 1.63 1.26
Cl 7.03 0.71 3.36
Cl 4.34 -0.33 3.33
H 5.04 1.90 3.57


no.,E (eV)
1,-82190.238
2,-108441.000
3,-37903.241
4,-272258.781